Entry 1:
The following is a DFT calculation (ωB97M-V/def2-TZVPD) of a molecular structure, C11H19LuNOP.

Computed properties:
Frontier orbital gap (alpha / beta) (eV): 4.6 / 4.6
Total energy (Eh): -2137.20809
Highest occupied orbital energy (alpha / beta) (eV): -4.68 / -4.68
Charge: 0
2S+1: 1
LUMO energy (alpha / beta) (eV): -0.1 / -0.1

Last column: Löwdin charge in e.
Positions of all 34 atoms, in Å:
C 0.34 -0.92 -3.99  -0.294
C -0.55 -0.16 -4.71  -0.418
C -0.73 1.26 -4.46  -0.347
C 0.27 1.93 -3.68  -0.419
C 1.18 1.21 -2.97  -0.202
Lu -0.69 0.19 -2.35  1.196
P -0.13 -2.63 -1.53  0.679
H 0.53 -1.97 -4.23  -0.024
H -1.25 -0.57 -5.46  0.078
H -1.53 1.81 -4.95  0.072
H 2.07 1.65 -2.48  0.008
H 0.20 3.03 -3.69  0.078
H 1.18 -2.69 -0.94  -0.097
H -0.02 -3.81 -2.31  -0.111
H -0.91 -3.19 -0.46  -0.139
O -0.10 0.32 -0.41  -0.233
C 0.19 0.24 0.84  -0.404
C 0.45 1.48 1.60  -0.088
C -0.61 1.69 2.69  -0.185
C -0.38 0.82 3.93  -0.208
C -0.43 -0.69 3.71  -0.186
C 0.65 -1.22 2.76  -0.152
N 0.23 -0.97 1.37  0.096
H 1.46 1.47 2.03  0.139
H 0.38 2.30 0.87  0.136
H -0.62 2.75 2.99  0.120
H -1.60 1.49 2.27  0.126
H 0.58 1.09 4.38  0.119
H -1.18 1.05 4.64  0.112
H -0.27 -1.21 4.67  0.116
H -1.42 -1.00 3.34  0.122
H 1.61 -0.71 2.95  0.129
H 0.81 -2.30 2.88  0.129
H 0.26 -1.76 0.70  0.054

=====

Entry 2:
The following is a DFT calculation (ωB97M-V/def2-TZVPD) of a molecular structure, C11H19N2OP.

Computed properties:
Frontier orbital gap (alpha / beta) (eV): 8.3 / 8.3
Total energy (Eh): -956.53864
Highest occupied orbital energy (alpha / beta) (eV): -8.09 / -8.09
Charge: 0
2S+1: 1
LUMO energy (alpha / beta) (eV): 0.2 / 0.2

Last column: Löwdin charge in e.
Positions of all 34 atoms, in Å:
C 3.43 1.63 -0.81  -0.136
C 3.96 0.73 0.15  -0.089
C 2.13 1.91 -0.89  -0.088
C 3.13 -0.06 0.85  -0.121
C -1.93 -0.85 -0.53  -0.497
C 1.18 1.37 0.18  -0.178
C 1.64 0.01 0.76  -0.325
C -3.15 1.27 -0.46  -0.142
C -2.30 -0.60 1.98  -0.098
C -3.25 -0.14 -1.09  -0.184
C -2.08 -1.55 0.76  -0.198
N -0.91 -0.75 -1.26  0.069
N 2.24 -1.74 -1.53  -0.096
O 1.16 -2.81 0.46  -0.380
P 1.11 -1.53 -0.30  0.757
H 4.06 2.14 -1.52  0.102
H 4.96 0.67 0.43  0.088
H 1.87 2.49 -1.79  0.109
H 3.59 -0.76 1.41  0.072
H 1.24 2.04 1.02  0.115
H 0.23 1.05 -0.33  0.074
H 1.27 -0.08 1.85  0.148
H -3.95 1.42 0.29  0.060
H -3.29 2.15 -1.20  0.097
H -2.11 1.42 -0.04  0.066
H -1.45 0.06 2.35  0.084
H -2.52 -1.07 2.93  0.059
H -3.13 0.10 1.76  0.055
H -4.20 -0.61 -0.69  0.106
H -3.30 -0.19 -2.25  0.128
H -1.10 -2.19 0.91  0.110
H -2.92 -2.18 0.87  0.092
H 2.51 -0.87 -2.09  0.080
H 1.91 -2.45 -2.20  0.062

=====

Entry 3:
The following is a DFT calculation (ωB97M-V/def2-TZVPD) of a gas-phase ion, C11H19N2Si (charge +1).

Computed properties:
Frontier orbital gap (eV): 9.8
Total energy (Eh): -829.33904
SMILES: CN(C(=[NH2+])c1ccccc1)[Si](C)(C)C
Highest occupied orbital energy (eV): -13.02
Charge: +1
2S+1: 1
LUMO energy (eV): -3.2

Last column: Löwdin charge in e.
Positions of all 33 atoms, in Å:
C 0.31 -1.15 1.15  -0.120
N 0.53 -0.04 0.26  -0.119
C -0.56 0.54 -0.39  -0.229
N -0.38 1.56 -1.26  0.192
C -1.95 0.17 -0.08  -0.222
C -2.75 1.14 0.41  -0.041
C -4.10 0.86 0.61  -0.020
C -4.63 -0.37 0.13  -0.026
C -3.77 -1.32 -0.43  -0.034
C -2.35 -1.13 -0.47  0.020
Si 2.31 0.09 0.06  0.591
C 2.82 0.72 1.71  -0.158
C 2.98 1.15 -1.49  -0.157
C 2.77 -1.69 -0.45  -0.141
H 0.24 -2.06 0.52  0.097
H 1.15 -1.25 1.83  0.071
H -0.49 -0.95 1.93  0.139
H -1.30 1.95 -1.71  0.193
H 0.53 2.04 -1.52  0.127
H -2.40 2.07 0.64  0.099
H -4.78 1.59 1.00  0.110
H -5.67 -0.62 0.24  0.112
H -4.17 -2.18 -0.84  0.085
H -1.70 -1.81 -0.99  0.119
H 2.06 0.86 2.44  0.022
H 3.77 0.19 2.11  0.092
H 3.18 1.74 1.59  0.031
H 3.37 2.14 -1.22  0.025
H 3.84 0.53 -1.81  0.034
H 2.33 1.30 -2.36  0.017
H 2.82 -1.92 -1.46  0.007
H 3.86 -1.76 -0.12  0.073
H 2.08 -2.41 -0.04  0.009

=====

Entry 4:
The following is a DFT calculation (ωB97M-V/def2-TZVPD) of C11H19NO4 in the gas phase.

Computed properties:
Frontier orbital gap (eV): 9.4
Total energy (Eh): -786.16326
SMILES: C/C=C(\NC(=O)C[C@@H](C)CCOC)C(=O)O
Highest occupied orbital energy (eV): -8.90
Charge: 0
2S+1: 1
LUMO energy (eV): 0.5

Last column: Löwdin charge in e.
Positions of all 35 atoms, in Å:
C -1.86 -0.93 2.89  -0.054
C -1.04 -2.18 2.40  0.019
C -0.18 -2.15 1.33  -0.170
N -0.09 -0.95 0.57  0.120
C -1.06 -0.44 -0.31  -0.444
O -2.16 -0.80 -0.18  0.109
C -0.71 0.30 -1.67  -0.030
C -0.69 1.81 -1.63  -0.488
C -2.05 2.25 -1.32  -0.093
C 0.11 2.39 -0.62  -0.173
C 1.64 1.98 -0.72  -0.152
O 2.04 0.89 0.17  -0.244
C 3.08 0.06 -0.38  -0.110
C 0.48 -3.32 0.76  -0.418
O 0.10 -4.36 1.29  0.061
O 1.61 -3.35 -0.06  0.053
H -2.80 -1.12 2.42  0.062
H -1.96 -0.89 3.99  0.077
H -1.52 0.03 2.52  0.065
H -1.12 -3.06 3.01  0.109
H 0.79 -0.64 0.30  0.060
H 0.34 0.05 -1.87  0.103
H -1.35 -0.12 -2.43  0.129
H -0.32 2.25 -2.53  0.147
H -2.54 1.77 -0.43  0.102
H -2.65 1.83 -2.20  0.112
H -2.16 3.36 -1.14  0.105
H 0.04 3.49 -0.73  0.136
H -0.14 2.06 0.40  0.135
H 2.15 2.78 -0.24  0.107
H 1.99 1.80 -1.72  0.113
H 2.75 -0.37 -1.38  0.092
H 3.42 -0.74 0.40  0.131
H 3.86 0.64 -0.82  0.059
H 1.97 -4.31 -0.06  0.170